Entry 1:
{
  "formula": "C29H36F3N5O2S2SbTi",
  "method": "wB97M-V/def2-TZVPD",
  "multiplicity": 1,
  "de_lowest_kj_mol": 11.12,
  "total_charge": 3,
  "lumo_ev": -9.82,
  "orbital_gap_ev": 6.69,
  "fmax_ha_per_bohr": 0.04698,
  "symbols": ["Ti", "N", "C", "C", "N", "C", "C", "N", "H", "H", "H", "H", "H", "H", "H", "H", "H", "H", "H", "H", "H", "N", "C", "N", "C", "C", "O", "C", "C", "H", "H", "H", "H", "H", "H", "H", "H", "C", "O", "C", "S", "S", "H", "H", "H", "F", "C", "C", "C", "C", "C", "C", "Sb", "C", "C", "C", "C", "F", "C", "C", "C", "C", "C", "C", "F", "C", "C", "H", "H", "H", "H", "H", "H", "H", "H", "H", "H", "H", "H"],
  "positions_angstrom": [[-15.159520, -1.502082, -14.325112], [-16.130429, -2.767320, -15.870000], [-17.549421, -3.246664, -15.594367], [-17.765897, -3.301713, -14.103924], [-17.182021, -2.108532, -13.482701], [-18.143478, -0.990767, -13.447948], [-17.612699, 0.236862, -14.185619], [-16.219262, 0.421122, -13.736986], [-15.534629, -3.528127, -16.169394], [-16.186434, -2.148161, -16.692057], [-18.233375, -2.576149, -16.075105], [-17.754214, -4.234383, -16.055948], [-18.838622, -3.355452, -13.884799], [-17.318148, -4.154457, -13.641618], [-16.945498, -2.351770, -12.531912], [-19.102692, -1.260834, -13.860960], [-18.300915, -0.690538, -12.364168], [-17.547991, 0.148164, -15.278586], [-18.209435, 1.155940, -14.011413], [-15.750275, 1.183912, -14.175327], [-16.181006, 0.590824, -12.706629], [-14.710181, -0.122161, -15.928563], [-14.302139, 0.669824, -16.685438], [-13.926035, 1.563450, -17.489490], [-13.170997, 1.180818, -18.716686], [-13.763341, 1.954075, -19.942859], [-13.943836, 3.312282, -19.620811], [-14.867682, 3.544158, -18.589007], [-14.275429, 2.993517, -17.272352], [-13.277319, 0.089903, -18.874575], [-12.139624, 1.403089, -18.548780], [-14.773175, 1.529733, -20.177025], [-13.156816, 1.780469, -20.832919], [-15.846029, 3.033392, -18.739882], [-15.046551, 4.639419, -18.567503], [-14.961289, 3.147653, -16.498713], [-13.383956, 3.495904, -16.911203], [-11.062294, -4.595127, -14.236084], [-12.406012, -4.627730, -13.722601], [-13.246719, -3.674382, -13.835793], [-12.826601, -2.169455, -14.549962], [-14.859805, -3.827163, -13.354768], [-10.708335, -5.587017, -13.928893], [-10.472409, -3.816269, -13.734849], [-11.121116, -4.424593, -15.298768], [-9.469832, -4.153745, -9.534380], [-10.562987, -3.620356, -10.082049], [-10.376798, -2.503884, -10.855513], [-11.529102, -1.867266, -11.267432], [-12.764756, -2.409779, -10.951576], [-12.916252, -3.581890, -10.227899], [-11.782021, -4.216147, -9.761454], [-14.302953, -1.197665, -11.655947], [-16.011125, -1.260621, -10.430996], [-16.597446, -0.057669, -10.004923], [-17.807564, -0.024585, -9.309274], [-18.426417, -1.259987, -8.997494], [-19.536683, -1.215321, -8.299464], [-17.822892, -2.457605, -9.331176], [-16.641167, -2.490856, -10.042968], [-13.474401, 0.751813, -11.555012], [-13.315741, 1.499609, -10.359778], [-12.638418, 2.723005, -10.385697], [-12.275128, 3.187326, -11.620896], [-11.747469, 4.425626, -11.684008], [-12.349495, 2.471389, -12.795106], [-12.978680, 1.232453, -12.818420], [-9.388807, -2.067348, -11.030204], [-11.422847, -0.958104, -11.832521], [-13.889865, -4.023930, -9.955620], [-11.901622, -5.110703, -9.115747], [-16.094643, 0.859019, -10.276856], [-18.229638, 0.939542, -8.942619], [-18.271065, -3.309160, -8.930255], [-16.134501, -3.405906, -10.333464], [-13.725860, 1.197848, -9.387247], [-12.579136, 3.348015, -9.518850], [-12.013816, 2.984894, -13.726732], [-13.079436, 0.609292, -13.720354]],
  "forces_ev_per_a": [[-0.4117, 0.0285, -0.0831], [-0.8911, 0.7309, -0.7296], [0.7661, -1.0324, -0.2135], [-0.6411, 0.0151, -0.2610], [0.2150, 0.5448, -0.2186], [-0.1301, 1.6159, 1.2203], [0.1186, 0.6045, -0.2397], [0.4028, -1.1285, 1.6384], [0.1097, -0.3278, 0.1067], [0.0969, -0.3661, 0.2710], [-0.2939, 0.6126, -0.1611], [0.3459, 0.5102, 0.2652], [0.1573, -0.0506, -0.0166], [0.2448, -0.6886, 0.0210], [-0.1667, 0.0589, 0.5044], [-0.2834, -0.2568, -0.0320], [0.0817, -0.3980, -1.1729], [-0.2804, -0.3905, 0.1231], [0.1425, -0.6535, 0.1408], [0.2300, 0.7574, -0.3244], [-0.1972, 0.0453, -1.0184], [-0.0686, -0.8962, 0.7384], [-0.5112, -0.2939, 0.5305], [-0.0115, 0.4786, -0.6052], [-0.7706, -0.2302, -1.1469], [-1.2775, -0.9396, 1.0629], [0.3811, 0.0920, -0.6522], [0.2523, -0.0573, 0.3755], [0.7923, 0.6468, -1.2727], [0.0246, 0.5651, 0.1497], [0.7042, 0.3184, 0.0307], [0.6100, 0.0478, 0.1720], [0.2047, 0.5466, 0.2330], [0.4666, 0.1881, -0.2527], [0.1922, -0.7210, 0.2520], [-1.3641, -0.4490, 1.2786], [0.3691, 0.2157, -0.5426], [0.5685, -0.2088, 0.6950], [-1.2194, -0.2009, 0.6710], [0.6739, 0.2150, -0.3758], [-0.4463, 0.1756, -0.1416], [0.4621, -0.0417, -0.0718], [0.2222, 0.4117, -0.5669], [-0.2715, -0.1338, -0.1062], [0.2422, -0.1838, -0.3600], [-0.0473, -0.1647, -0.1646], [0.9315, -1.2106, 1.1228], [-0.0621, 0.6103, -0.0228], [0.4302, -0.3249, -0.1391], [-0.6677, 0.6112, -0.4306], [-0.4467, -0.5063, 0.3713], [-0.3103, -0.1712, 0.2026], [-0.1153, 0.3223, 0.2758], [-1.0232, -0.7873, 0.7819], [-0.2353, -0.2665, -0.4449], [-0.1491, -0.1286, 0.3136], [1.2711, 2.0340, -0.2875], [-0.2513, -0.3963, 0.0361], [0.1888, 0.6085, -0.0709], [1.0675, 1.4676, -0.8902], [0.0653, 0.3025, -0.4899], [0.0923, -0.1588, -0.3803], [-1.2865, -0.8834, -0.3377], [1.1925, 1.2542, 0.0609], [-0.2552, -0.6492, -0.1073], [-0.3069, 0.2558, -1.8980], [-0.2624, -0.1057, 2.0027], [-0.3296, -0.3982, 0.1180], [-0.1292, 0.2820, -0.0883], [0.4964, 0.4694, -0.3021], [0.5833, 0.7321, -0.5704], [-0.0703, 0.3469, 0.2186], [0.2579, -0.9857, -0.3908], [-0.6155, -1.5574, 0.2990], [-0.3602, -0.2322, 0.2895], [0.1941, -0.2756, -0.5542], [0.2505, 0.1834, 0.3284], [-0.1181, -0.5834, 0.8840], [0.1798, 0.5296, 0.3498]],
  "mulliken_charge": [-0.28, -0.29, -0.67, -0.93, 0.27, -0.74, -0.40, -0.33, 0.31, 0.30, 0.40, 0.44, 0.53, 0.58, 0.09, 0.52, 0.15, 0.31, 0.51, 0.28, 0.09, 0.13, 0.25, 0.07, -0.54, -0.54, -0.35, -0.59, -0.61, 0.41, 0.32, 0.31, 0.38, 0.31, 0.37, 0.43, 0.34, -0.71, -0.27, 0.90, -0.43, -0.27, 0.28, 0.33, 0.40, -0.30, 0.28, -0.98, -0.56, 0.55, -0.19, -0.76, 1.11, 1.00, -0.42, -0.65, 0.16, -0.29, -0.87, -0.39, 0.16, -0.44, -0.75, 0.28, -0.29, -0.76, 0.04, 0.51, 0.45, 0.25, 0.48, 0.33, 0.44, 0.59, 0.34, 0.45, 0.48, 0.42, 0.22]
}

=====

Entry 2:
{
  "formula": "C3H3NO3",
  "method": "wB97M-V/def2-TZVPD",
  "multiplicity": 1,
  "de_lowest_kj_mol": 379.62,
  "total_charge": 0,
  "lumo_ev": -0.36,
  "orbital_gap_ev": 9.70,
  "smiles": "[H]/N=C(/C=O)OC=O",
  "fmax_ha_per_bohr": 0.08353,
  "symbols": ["N", "C", "O", "C", "O", "C", "O", "H", "H", "H"],
  "positions_angstrom": [[1.478307, -0.350293, -1.409623], [0.581253, 0.072017, -0.641397], [-0.692032, -0.501551, -0.579853], [-1.085725, -0.984539, 0.634330], [-0.351821, -1.156032, 1.562026], [0.629307, 1.370956, 0.227415], [-0.460442, 1.650964, 0.739535], [1.171979, -1.195833, -1.903492], [-2.157488, -1.222930, 0.603792], [0.886661, 2.317241, 0.767267]],
  "forces_ev_per_a": [[-0.2876, 0.3458, 0.3855], [0.6610, 0.2466, -0.0831], [0.3571, 0.1341, 0.0816], [0.2865, -0.0449, 0.3992], [-0.3372, 0.0303, -0.4419], [-2.5875, 1.0832, 1.4329], [-2.2982, -1.5391, -0.3346], [0.0681, 0.2174, 0.1612], [0.1686, 0.0590, -0.0482], [3.9693, -0.5323, -1.5525]],
  "nbo_charge": [-0.57, 0.47, -0.52, 0.66, -0.55, 0.21, -0.54, 0.36, 0.14, 0.33]
}

=====

Entry 3:
{
  "formula": "C5H7O3",
  "method": "wB97M-V/def2-TZVPD",
  "multiplicity": 1,
  "de_lowest_kj_mol": 247.97,
  "total_charge": 1,
  "lumo_ev": [-4.81, -4.81],
  "orbital_gap_ev": [8.92, 8.93],
  "fmax_ha_per_bohr": 0.10997,
  "symbols": ["C", "C", "C", "C", "C", "O", "O", "O", "H", "H", "H", "H", "H", "H", "H"],
  "positions_angstrom": [[1.319772, -0.259448, 2.230734], [-0.550174, -1.642499, 4.319795], [0.186142, 0.134924, 0.111521], [0.885138, 0.543359, -1.112928], [-1.281877, -0.057375, -0.050683], [-1.267886, -2.485266, 4.601950], [0.106826, -0.819251, 3.853521], [0.749319, 0.092657, 1.167061], [1.688428, 0.495174, 2.939623], [1.895498, 1.003489, -1.026754], [0.151319, 0.945393, -1.871312], [1.069410, -0.427934, -1.746114], [-1.548362, 0.484262, -0.948998], [-1.823283, 0.279983, 0.714078], [-1.471381, -1.118021, -0.169350]],
  "forces_ev_per_a": [[2.1454, -1.7588, 0.3169], [-1.0933, -1.0536, -0.7599], [-2.7716, 1.1996, -4.7810], [0.8127, -1.9244, -2.6008], [2.2677, -1.2957, -2.4708], [-0.2915, -0.5622, 0.8988], [0.7079, 1.6150, 0.3679], [1.6047, 0.8995, 3.9808], [-0.7697, 0.5191, -0.6271], [-1.0514, -0.0102, 0.0363], [1.0805, 0.5307, 1.2023], [-0.0020, 1.0696, 1.3602], [-0.3556, -0.2283, -0.0529], [-2.1079, 1.3428, 3.3072], [-0.1758, -0.3433, -0.1777]],
  "nbo_charge": [0.26, 1.06, 0.59, -0.73, -0.68, -0.43, -0.56, -0.34, 0.20, 0.28, 0.28, 0.30, 0.25, 0.25, 0.27]
}

=====

Entry 4:
{
  "formula": "C3H7NS2",
  "method": "wB97M-V/def2-TZVPD",
  "multiplicity": 1,
  "de_lowest_kj_mol": 372.39,
  "total_charge": 0,
  "lumo_ev": 0.27,
  "orbital_gap_ev": 9.07,
  "smiles": "NC1[C@@H](S)[C@@H]1S",
  "fmax_ha_per_bohr": 0.11602,
  "symbols": ["C", "C", "C", "H", "H", "H", "H", "H", "H", "H", "N", "S", "S"],
  "positions_angstrom": [[-0.253315, 1.149240, 0.566462], [-0.245001, -0.377775, 0.614754], [0.621813, 0.262801, -0.344845], [-2.212148, 1.548844, 0.218481], [-1.223247, 1.427356, -1.255306], [0.219994, 1.621707, 1.403024], [0.252978, -0.963460, 1.471022], [-1.006922, -1.806042, -1.120922], [0.316158, 0.226900, -1.325595], [3.001428, 0.563636, -1.205470], [-1.143613, 1.806708, -0.284905], [-1.758634, -1.005338, -0.072760], [2.253389, -0.336630, -0.002811]],
  "forces_ev_per_a": [[2.8378, -1.6687, -1.5453], [-1.8308, -1.1603, 1.6961], [2.0209, 0.2185, 2.4044], [3.5452, 1.4108, -2.3767], [0.1908, 0.2392, 1.5609], [-0.0456, 0.6493, 0.1103], [-1.0304, 1.1432, -1.2432], [-1.8146, 1.3610, 1.9730], [-0.3924, -0.0073, -2.0916], [-1.5284, -2.0937, 2.9596], [-5.6904, 0.2443, 1.7747], [1.4587, -2.9437, -1.9137], [2.2792, 2.6074, -3.3083]],
  "nbo_charge": [-0.06, -0.41, -0.38, 0.35, 0.38, 0.22, 0.25, 0.15, 0.21, 0.14, -0.80, -0.03, -0.01]
}

=====

Entry 5:
{
  "formula": "C12H19CoO4S5",
  "method": "wB97M-V/def2-TZVPD",
  "multiplicity": 2,
  "de_lowest_kj_mol": 7.55,
  "total_charge": 1,
  "lumo_ev": [-3.96, -2.81],
  "orbital_gap_ev": [6.51, 7.64],
  "fmax_ha_per_bohr": 0.00498,
  "symbols": ["Co", "C", "C", "O", "C", "C", "O", "C", "C", "O", "C", "C", "O", "H", "H", "H", "H", "H", "H", "H", "H", "H", "H", "H", "H", "H", "H", "H", "H", "C", "S", "C", "C", "S", "S", "C", "S", "S", "H", "H", "H"],
  "positions_angstrom": [[-0.417539, 0.314306, -0.605867], [-1.579415, 2.375126, -1.871920], [-2.281620, 1.211857, -2.536746], [-1.571812, -0.008958, -2.205787], [-2.419012, -1.171929, -1.989074], [-1.885581, -1.974854, -0.821421], [-1.772057, -1.060061, 0.279163], [-0.944721, -1.501370, 1.372206], [-0.618211, -0.268069, 2.185126], [-0.032400, 0.732603, 1.312452], [-0.376643, 2.106042, 1.618476], [-0.592875, 2.849480, 0.316422], [-1.486427, 2.034320, -0.474926], [-2.157584, 3.291311, -2.003551], [-0.572400, 2.519190, -2.276207], [-2.297283, 1.339087, -3.619012], [-3.303702, 1.136401, -2.164090], [-2.430910, -1.774290, -2.896884], [-3.429259, -0.825679, -1.769256], [-0.902767, -2.399749, -1.043490], [-2.585354, -2.779082, -0.583517], [-0.038979, -1.970519, 0.976967], [-1.484692, -2.217858, 1.994969], [0.092364, -0.508287, 2.976998], [-1.528285, 0.144340, 2.623182], [0.436436, 2.563321, 2.185131], [-1.289992, 2.113431, 2.214180], [0.348399, 2.976852, -0.225047], [-1.041083, 3.825985, 0.505903], [3.605350, -3.328009, -0.251427], [2.582832, -2.765942, 1.132436], [2.846082, -1.029878, 1.046608], [2.448300, -0.204252, 0.062661], [1.454758, -0.598769, -1.330934], [2.881331, 1.475530, 0.269211], [3.468566, 1.370465, 1.903958], [3.836994, 2.671107, 2.812725], [3.633344, -0.280483, 2.419778], [3.547616, -4.415010, -0.246238], [4.637227, -3.022197, -0.099890], [3.221017, -2.945517, -1.193281]],
  "forces_ev_per_a": [[-0.0984, 0.2355, -0.0222], [0.0133, -0.0046, -0.0038], [-0.0007, 0.0377, 0.0117], [0.1661, 0.0147, 0.1290], [-0.0059, -0.0303, 0.0234], [0.0133, 0.0195, 0.0308], [-0.0700, -0.0375, 0.0417], [-0.0148, 0.0041, -0.0345], [-0.0178, -0.0341, -0.0009], [0.0293, -0.0530, -0.1987], [-0.0125, 0.0345, -0.0191], [0.0128, -0.0045, -0.0047], [0.0139, -0.1141, 0.0175], [-0.0028, 0.0002, 0.0048], [-0.0015, -0.0058, 0.0047], [0.0027, -0.0063, 0.0000], [0.0029, -0.0044, 0.0006], [0.0036, 0.0064, -0.0026], [0.0036, 0.0053, -0.0003], [0.0005, 0.0032, -0.0015], [-0.0032, -0.0014, -0.0030], [-0.0004, 0.0037, -0.0002], [0.0005, 0.0005, 0.0054], [0.0036, 0.0071, -0.0029], [0.0024, 0.0045, -0.0042], [0.0025, -0.0055, -0.0005], [0.0020, -0.0051, -0.0011], [-0.0033, -0.0067, 0.0000], [-0.0052, -0.0007, -0.0016], [0.0002, 0.0006, -0.0019], [0.0014, -0.0029, 0.0036], [0.0045, -0.0003, 0.0007], [-0.0026, 0.0029, -0.0072], [-0.0346, -0.0603, 0.0290], [-0.0011, 0.0007, 0.0081], [0.0014, 0.0037, -0.0078], [0.0009, 0.0000, 0.0022], [-0.0034, -0.0054, 0.0005], [-0.0009, -0.0005, 0.0019], [-0.0005, -0.0011, 0.0011], [-0.0017, 0.0000, 0.0018]],
  "nbo_charge": [1.13, -0.10, -0.09, -0.56, -0.08, -0.11, -0.58, -0.12, -0.08, -0.58, -0.09, -0.11, -0.57, 0.22, 0.21, 0.22, 0.20, 0.22, 0.20, 0.22, 0.22, 0.23, 0.22, 0.23, 0.20, 0.24, 0.20, 0.21, 0.22, -0.73, 0.26, -0.42, -0.40, -0.29, 0.44, -0.59, 0.01, 0.49, 0.24, 0.23, 0.23]
}

=====

Please write out number 4 again, unchanged.
{
  "formula": "C3H7NS2",
  "method": "wB97M-V/def2-TZVPD",
  "multiplicity": 1,
  "de_lowest_kj_mol": 372.39,
  "total_charge": 0,
  "lumo_ev": 0.27,
  "orbital_gap_ev": 9.07,
  "smiles": "NC1[C@@H](S)[C@@H]1S",
  "fmax_ha_per_bohr": 0.11602,
  "symbols": ["C", "C", "C", "H", "H", "H", "H", "H", "H", "H", "N", "S", "S"],
  "positions_angstrom": [[-0.253315, 1.149240, 0.566462], [-0.245001, -0.377775, 0.614754], [0.621813, 0.262801, -0.344845], [-2.212148, 1.548844, 0.218481], [-1.223247, 1.427356, -1.255306], [0.219994, 1.621707, 1.403024], [0.252978, -0.963460, 1.471022], [-1.006922, -1.806042, -1.120922], [0.316158, 0.226900, -1.325595], [3.001428, 0.563636, -1.205470], [-1.143613, 1.806708, -0.284905], [-1.758634, -1.005338, -0.072760], [2.253389, -0.336630, -0.002811]],
  "forces_ev_per_a": [[2.8378, -1.6687, -1.5453], [-1.8308, -1.1603, 1.6961], [2.0209, 0.2185, 2.4044], [3.5452, 1.4108, -2.3767], [0.1908, 0.2392, 1.5609], [-0.0456, 0.6493, 0.1103], [-1.0304, 1.1432, -1.2432], [-1.8146, 1.3610, 1.9730], [-0.3924, -0.0073, -2.0916], [-1.5284, -2.0937, 2.9596], [-5.6904, 0.2443, 1.7747], [1.4587, -2.9437, -1.9137], [2.2792, 2.6074, -3.3083]],
  "nbo_charge": [-0.06, -0.41, -0.38, 0.35, 0.38, 0.22, 0.25, 0.15, 0.21, 0.14, -0.80, -0.03, -0.01]
}